P.
Here is a single C4H8N2O3 molecule from OMol25. Energies are from wB97M-V/def2-TZVPD.

Positions of all 17 atoms, in Å:
C -0.98139 -1.33879 -1.54675
C -1.38474 0.07788 -1.22313
O -1.54331 0.91332 -2.11069
O -1.59932 0.39528 0.07730
C -0.76733 -0.22936 0.94771
O -1.16144 -1.14270 1.66461
N 0.54153 0.27118 0.93058
C 0.88628 1.60302 0.44817
N 1.58532 -0.55963 1.40065
H -1.11840 -2.02542 -0.70987
H 0.06390 -1.35886 -1.86500
H -1.62382 -1.70556 -2.35298
H -0.00175 2.23829 0.38558
H 1.59044 2.06300 1.14884
H 1.34800 1.51590 -0.53836
H 1.70316 -0.39963 2.40269
H 2.46289 -0.31784 0.94073

## Properties
- LUMO level: 0.023 Eh
- HOMO level: -9.58 eV
- Orbital gap: 10.19 eV

Q.
Here is 2 unconnected molecules or ions with the total composition C4H8N2O3 from OMol25. Energies are from wB97M-V/def2-TZVPD.

Positions of all 17 atoms, in Å:
N 1.37624 -1.91898 -0.09430
N 0.27545 -1.12277 -0.47365
C -0.91893 -1.66660 -0.83006
O -1.07869 -2.85297 -1.02271
O -1.97614 -0.82328 -0.67322
H 1.91206 -2.18053 -0.92373
H 0.99674 -2.78112 0.29756
H 0.46580 -0.12849 -0.53016
H -2.79332 -1.30558 -0.86046
C 0.64281 1.70021 1.50018
C -0.32992 1.72074 0.35220
C -0.09281 2.20137 -0.83901
O 0.22317 2.68373 -1.85357
H 0.73113 0.69049 1.89936
H 1.62768 2.03360 1.18399
H 0.28139 2.34101 2.30514
H -1.34266 1.40917 0.56245

## Properties
- LUMO level: 0.022 Eh
- HOMO level: -9.01 eV
- Orbital gap: 9.61 eV

R.
Here is a single C4H8N2O3 molecule from OMol25. Energies are from wB97M-V/def2-TZVPD.

Positions of all 17 atoms, in Å:
O -2.67021 -1.29392 -0.06424
C -1.62397 -0.67178 -0.08173
N -1.60647 0.72659 0.28775
O -2.92501 1.40173 0.09743
N -0.30102 -1.16707 -0.29819
C 0.92138 -0.80435 -0.33106
C 1.72858 -0.28004 1.06546
C 1.79406 0.42854 -0.22956
O 0.91415 1.41224 -0.67052
H -0.98523 1.08666 -0.50835
H -3.62213 0.55184 0.31937
H -0.46823 -1.99068 -1.16521
H 1.67821 -1.67556 -0.72167
H 2.54508 -0.95631 1.43737
H 1.20685 0.53802 1.83893
H 2.68875 0.47444 -0.98757
H 0.72522 2.21965 0.01176

## Properties
- LUMO level: 0.013 Eh
- HOMO level: -8.27 eV
- Orbital gap: 8.61 eV

Q: Which of them is the least stable? A: R.

P.
Here is a molecular structure, C3H7NOS from OMol25. Energies are from wB97M-V/def2-TZVPD.

Positions of all 13 atoms, in Å:
C 2.31808 -0.00759 0.12868
C -0.72024 -0.20130 -0.12038
C -1.93193 -0.99125 -0.03839
H 2.22479 0.10826 1.20917
H 2.38944 0.90337 -0.51898
H 3.05393 -0.73694 0.02722
H -2.40167 -0.99118 1.40308
H -2.69461 -0.15925 -0.43498
H -1.75678 -2.40759 -0.19761
H -0.32530 2.64750 -0.44440
N -1.10147 1.05018 -0.35397
O 0.15783 1.81520 -0.18660
S 0.78793 -1.02943 -0.47285

## Properties
- LUMO level: 0.014 Eh
- HOMO level: -8.65 eV
- Orbital gap: 9.04 eV

Q.
Here is a single C3H7NOS molecule from OMol25. Energies are from wB97M-V/def2-TZVPD.

Positions of all 13 atoms, in Å:
N -0.12305 -0.25822 -1.41307
C 0.20673 -0.61237 -0.03880
C 1.74615 -0.37877 0.11867
O 2.25418 0.11703 1.13861
C -0.42658 0.43353 0.93582
S -2.33083 0.55242 0.77645
H -1.03455 -0.46943 -1.58742
H -0.02543 0.74726 -1.81080
H -0.12540 -1.62092 0.27767
H 2.43380 -0.74122 -0.71196
H -0.02028 1.48216 0.89459
H -0.26698 0.06017 1.98085
H -2.28776 0.68837 -0.56062

## Properties
- LUMO level: 0.020 Eh
- HOMO level: -9.33 eV
- Orbital gap: 9.87 eV

Q: Which of them is the least stable? A: P.

P.
Here is a single C3H7NOS molecule from OMol25. Energies are from wB97M-V/def2-TZVPD.

Positions of all 13 atoms, in Å:
C -0.45685 -1.39058 0.80052
C -0.73748 -0.17240 -0.09872
S -2.11782 0.86892 0.43987
C 0.50356 0.65408 -0.30242
N 1.08708 0.59435 -1.44566
O 2.19416 1.44018 -1.37905
H -0.07314 -1.05592 1.74429
H 0.30690 -2.02402 0.29616
H -1.36072 -1.99481 1.00737
H -1.03831 -0.58003 -1.05167
H -1.68254 0.91284 1.70014
H 0.85532 1.21415 0.56570
H 2.51985 1.53324 -2.27653

## Properties
- LUMO level: 0.034 Eh
- HOMO level: -9.29 eV
- Orbital gap: 10.21 eV

Q.
Here is a single C3H7NOS molecule from OMol25. Energies are from wB97M-V/def2-TZVPD.

Positions of all 13 atoms, in Å:
N 0.23453 -0.77053 1.21054
C 0.38266 0.22340 0.14073
C -0.00992 1.61588 0.58188
O 0.76739 2.52629 0.56192
C -0.38057 -0.21325 -1.10255
S 0.39056 -1.68377 -1.90452
H -0.71173 -0.74393 1.59999
H 0.86259 -0.53251 1.97271
H 1.44271 0.29456 -0.10299
H -1.03059 1.76653 0.98051
H -1.43456 -0.43972 -0.97192
H -0.29967 0.56012 -1.86505
H -0.21341 -2.60306 -1.10125

## Properties
- LUMO level: 0.028 Eh
- HOMO level: -9.18 eV
- Orbital gap: 9.95 eV

R.
Here is a single C3H7NOS molecule from OMol25. Energies are from wB97M-V/def2-TZVPD.

Positions of all 13 atoms, in Å:
N 2.14040 -0.95055 0.00003
C 0.78145 -0.98326 0.23380
O 0.25811 -1.86208 0.87365
C 0.00755 0.19601 -0.32181
C -1.35666 0.32767 0.31750
S -2.39450 1.57976 -0.52950
H 2.59933 -1.84621 0.01111
H 2.46473 -0.31130 -0.70743
H 0.65250 1.07506 -0.19281
H -0.09377 0.11306 -1.40402
H -1.29927 0.63305 1.34603
H -1.92041 -0.59794 0.28376
H -1.83946 2.62673 0.08969

## Properties
- LUMO level: 0.028 Eh
- HOMO level: -9.16 eV
- Orbital gap: 9.92 eV

Q: Which of them is the least stable? A: P.

P.
Here is a gas-phase ion, C5H10NS (charge +1) from OMol25. Energies are from wB97M-V/def2-TZVPD.

Positions of all 17 atoms, in Å:
C -0.91703 -0.46066 -0.09837
C 0.77357 1.26726 -0.18478
C -0.28781 1.86041 -1.18543
C -1.71692 -1.50850 0.63709
C 1.49284 -0.96474 0.57680
N 0.39204 -0.08519 0.06551
S -1.67819 0.72832 -1.04811
H 1.85109 1.32137 -0.68453
H 0.78691 1.66708 0.76641
H -0.59313 2.91108 -0.80822
H 0.11000 1.92982 -2.17879
H -1.06979 -2.33722 0.56262
H -2.71098 -1.61193 0.06496
H -1.66184 -1.29844 1.64345
H 1.82757 -1.56394 -0.34138
H 1.11512 -1.61192 1.23791
H 2.28656 -0.24278 0.97486

## Properties
- LUMO level: -0.161 Eh
- Net charge: +1
- HOMO level: -13.76 eV
- Orbital gap: 9.37 eV

Q.
Here is a gas-phase ion, C5H10NS (charge +1) from OMol25. Energies are from wB97M-V/def2-TZVPD.

Positions of all 17 atoms, in Å:
C -2.00766 1.49472 -0.92004
C -1.63139 0.27366 -0.03591
C -1.19157 -1.12044 -0.54832
C -0.27119 -0.31029 -0.22415
C 1.56507 -0.15979 0.18756
N 1.76925 1.07875 -0.50199
S 1.78601 -0.16477 1.95681
H -3.08817 1.21788 -1.09521
H -1.28571 1.65731 -1.78080
H -1.93747 2.33363 -0.21020
H -1.91592 0.34549 1.06707
H -1.68187 -2.06763 -0.73987
H 1.98894 -1.10458 -0.19538
H 2.64523 1.55816 -0.22983
H 1.10220 1.91251 -0.27025
H 1.46610 0.86183 -1.42250
H 2.39086 -1.33257 2.03555

## Properties
- LUMO level: -0.142 Eh
- Net charge: +1
- HOMO level: -13.04 eV
- Orbital gap: 9.18 eV

Q: Which of them is the least stable? A: Q.

P.
Here is 2 unconnected molecules or ions with the total composition C5H10NS from OMol25. Energies are from wB97M-V/def2-TZVPD.

Positions of all 17 atoms, in Å:
C -0.27013 0.39867 -1.01940
C 0.75346 0.37874 -1.78671
C 0.43883 0.92297 2.74770
C -1.06447 -1.45479 0.78982
C 0.81656 0.01135 -3.27525
N -0.78868 1.01347 2.48254
S -1.36646 0.28313 0.19680
H 1.58374 0.65706 -1.25265
H 0.85587 1.38033 3.66469
H 1.15569 0.38363 2.10664
H -1.89247 -2.09167 0.30362
H -1.17678 -1.57958 1.80684
H 0.54628 1.00128 -3.70043
H 0.02903 -0.77109 -3.41049
H 1.74452 -0.28583 -3.48453
H -1.25116 1.48077 3.26937
H -0.11385 -1.72842 0.56141

## Properties
- LUMO level: -0.168 Eh
- Net charge: +1
- HOMO level: -13.95 eV
- Orbital gap: 9.37 eV

Q.
Here is a gas-phase ion, C5H10NS (charge +1) from OMol25. Energies are from wB97M-V/def2-TZVPD.

Positions of all 17 atoms, in Å:
C 0.80013 -0.47913 1.31350
C 0.50505 -1.42189 2.13022
C 0.13842 0.97688 -1.01462
C 1.22028 1.69529 -0.17659
C -1.31676 -0.96326 -1.01526
N -0.64643 0.01374 -0.22904
S 2.08812 0.39831 0.64701
H 0.66904 -1.55051 3.26493
H -0.31645 -2.13346 1.72363
H -0.46538 1.62261 -1.55916
H 0.73751 0.38478 -1.67844
H 1.95775 2.08356 -0.81102
H 0.72624 2.59108 0.51341
H -1.75578 -0.43842 -1.78396
H -0.74899 -1.88900 -1.34256
H -2.21831 -1.38248 -0.40577
H -1.37444 0.49189 0.42371

## Properties
- LUMO level: -0.172 Eh
- Net charge: +1
- HOMO level: -13.72 eV
- Orbital gap: 9.04 eV

Q: Which of them is the least stable? A: P.